Here is a molecular structure, C17H16ClN3O7OsS3 from OMol25. Energies are from ωB97M-V/def2-TZVPD.

Cartesian coordinates (Å):
Os  -0.126  0.461  0.140
C  0.076  0.014  -5.401
S  -0.947  -1.120  -4.427
C  -0.371  -0.836  -2.814
S  0.897  0.260  -2.470
N  -0.888  -1.618  -1.919
N  -0.520  -1.363  -0.662
C  -0.477  -2.356  0.173
C  0.087  -2.054  1.449
C  0.329  -2.987  2.415
C  1.003  -2.585  3.608
C  1.306  -1.294  3.817
C  0.925  -0.228  2.840
N  0.488  -0.748  1.561
H  -0.280  -0.075  -6.424
H  1.121  -0.278  -5.332
H  -0.054  1.030  -5.037
H  -0.764  -3.347  -0.147
H  0.033  -4.012  2.249
H  1.267  -3.330  4.346
H  1.781  -0.941  4.719
H  1.768  0.448  2.666
O  -1.229  2.690  3.356
S  -0.820  1.653  2.483
O  0.249  2.021  1.514
O  -1.864  0.933  1.757
O  -0.117  0.557  3.443
C  -4.981  2.323  -1.741
C  -4.525  2.874  -0.419
C  -5.207  2.510  0.736
C  -4.852  3.016  1.973
Cl  -5.705  2.502  3.383
C  -3.830  3.942  2.089
C  -3.136  4.305  0.951
C  -3.456  3.765  -0.290
O  -2.708  4.240  -1.348
C  -2.082  3.331  -2.236
C  -1.277  2.282  -1.464
O  -0.098  2.503  -1.143
O  -1.832  1.184  -1.171
H  -5.997  1.943  -1.656
H  -4.335  1.495  -2.041
H  -4.965  3.090  -2.516
H  -6.027  1.806  0.665
H  -3.548  4.338  3.053
H  -2.306  4.996  1.009
H  -1.399  3.931  -2.834
H  -2.796  2.815  -2.882

Forces on the atoms, in the same order (eV/Å):
Os -0.625 0.749 -3.223
C -0.096 -0.153 0.348
S -0.014 0.069 -0.282
C 0.438 -0.417 0.445
S 0.013 0.215 1.990
N -1.125 -0.305 -1.061
N -0.004 -0.501 1.177
C 0.036 0.284 -0.790
C 0.456 -1.422 0.755
C -0.369 0.468 -0.929
C 0.354 0.511 0.472
C -0.248 -0.292 -0.087
C 0.101 0.141 0.051
N -0.342 0.970 -1.166
H 0.022 0.009 -0.024
H 0.025 0.038 -0.123
H 0.012 0.051 -0.117
H 0.061 -0.022 -0.031
H -0.090 -0.011 0.046
H 0.004 0.001 0.021
H 0.037 -0.060 0.050
H -0.148 -0.039 -0.050
O -0.024 -0.067 -0.102
S 0.039 0.634 2.036
O 0.476 0.389 -0.237
O 0.799 -0.526 -1.045
O -0.356 0.330 -0.030
C 0.110 -0.034 0.089
C 0.003 0.164 -0.099
C 0.083 -0.079 0.099
C 0.170 0.234 -0.266
Cl -0.179 -0.102 0.257
C -0.053 -0.145 -0.008
C 0.162 -0.071 -0.198
C -0.146 -0.076 0.343
O -0.098 0.146 -0.266
C 0.113 -0.384 0.299
C -0.450 0.883 -0.754
O 0.165 -0.716 1.051
O 0.767 -0.879 1.445
H -0.010 0.005 -0.014
H -0.040 -0.003 -0.113
H 0.000 -0.024 -0.027
H -0.031 0.005 0.003
H -0.017 0.002 0.049
H -0.002 0.023 0.000
H -0.006 -0.048 0.016
H 0.030 0.053 0.001

The calculation puts the total energy at -3093.695630 Eh. Its largest force on an atom is 0.065 Eh/bohr. For the HOMO-LUMO gap (alpha / beta), the calculation gives 5.848 / 5.818 eV. The energy relative to the best compared isomer or geometry (same formula, charge and spin) comes out at 187.69 kJ/mol. Its LUMO energy (alpha / beta) is -0.091 / -0.092 Eh.

Now the natural (NBO) charges, all in e:
1. Os 1.34
2. C -0.75
3. S 0.35
4. C -0.10
5. S 0.01
6. N -0.37
7. N -0.22
8. C 0.08
9. C 0.11
10. C -0.21
11. C -0.20
12. C -0.18
13. C 0.19
14. N -0.53
15. H 0.24
16. H 0.23
17. H 0.23
18. H 0.23
19. H 0.23
20. H 0.23
21. H 0.23
22. H 0.21
23. O -0.89
24. S 2.56
25. O -0.94
26. O -0.90
27. O -0.71
28. C -0.64
29. C -0.05
30. C -0.21
31. C -0.05
32. Cl 0.00
33. C -0.21
34. C -0.23
35. C 0.27
36. O -0.50
37. C -0.15
38. C 0.76
39. O -0.60
40. O -0.63
41. H 0.22
42. H 0.23
43. H 0.22
44. H 0.22
45. H 0.24
46. H 0.23
47. H 0.22
48. H 0.19


Here is a molecular structure, C33H46ClN8O7Re from OMol25. Energies are from ωB97M-V/def2-TZVPD.

Cartesian coordinates (Å):
Re  1.929  0.729  1.356
C  -0.417  -1.531  5.074
O  -0.134  -2.308  3.900
C  0.610  -1.784  2.957
O  1.087  -0.644  2.999
N  0.793  -2.622  1.916
N  1.471  -2.182  0.770
H  -0.902  -2.209  5.773
H  -1.092  -0.707  4.833
H  0.506  -1.144  5.505
H  0.475  -3.581  2.012
H  0.886  -2.324  -0.050
H  2.352  -2.678  0.643
C  4.080  0.914  4.608
C  3.361  2.028  3.958
N  2.806  2.009  2.747
C  2.265  3.263  2.529
C  2.483  4.038  3.642
N  3.174  3.239  4.509
C  1.989  5.393  4.092
O  1.277  6.073  3.231
O  2.230  5.730  5.215
C  1.724  3.559  1.177
O  1.280  4.648  0.878
O  1.815  2.554  0.350
H  4.841  0.514  3.939
H  3.393  0.104  4.853
H  4.553  1.250  5.525
H  3.472  3.571  5.420
H  1.196  5.696  2.323
C  -5.308  -1.255  -3.955
C  -4.146  -0.285  -3.682
C  -4.688  1.144  -3.850
C  -3.043  -0.551  -4.710
C  -3.625  -0.469  -2.201
O  -4.690  -0.366  -1.295
C  -2.881  -1.823  -2.013
C  -3.039  -2.404  -0.597
C  -4.461  -2.670  -0.210
C  -5.034  -2.047  0.911
C  -6.346  -2.268  1.254
C  -7.127  -3.146  0.487
Cl  -8.760  -3.407  0.877
C  -6.554  -3.817  -0.606
C  -5.240  -3.581  -0.940
C  -2.684  0.726  -1.856
N  -1.743  0.527  -0.789
C  -0.424  0.326  -0.864
N  0.092  0.317  0.362
C  -0.989  0.539  1.160
N  -2.094  0.661  0.484
H  -5.509  -1.272  -5.023
H  -6.232  -0.939  -3.472
H  -5.082  -2.277  -3.656
H  -5.253  1.209  -4.777
H  -3.894  1.883  -3.907
H  -5.355  1.411  -3.032
H  -3.401  -0.264  -5.695
H  -2.781  -1.604  -4.754
H  -2.142  0.024  -4.518
H  -5.487  -0.757  -1.671
H  -1.821  -1.683  -2.229
H  -3.258  -2.549  -2.728
H  -2.599  -1.738  0.144
H  -2.496  -3.354  -0.580
H  -4.442  -1.353  1.488
H  -6.785  -1.770  2.105
H  -7.148  -4.521  -1.165
H  -4.805  -4.121  -1.767
H  -3.336  1.546  -1.545
H  -2.119  1.016  -2.740
H  0.141  0.218  -1.768
H  -0.959  0.620  2.227
C  3.711  0.932  -2.832
N  4.520  2.021  -2.261
C  5.773  2.224  -3.018
C  4.697  1.861  -0.774
C  4.774  0.452  -0.219
C  5.870  -0.336  -0.571
C  6.148  -1.534  0.060
C  5.356  -1.934  1.124
C  4.245  -1.179  1.458
C  3.873  -0.015  0.765
H  3.411  1.182  -3.847
H  2.832  0.782  -2.206
H  4.291  0.010  -2.861
H  3.985  2.889  -2.381
H  6.387  1.329  -2.997
H  6.338  3.059  -2.607
H  5.544  2.453  -4.058
H  3.859  2.370  -0.295
H  5.618  2.379  -0.496
H  6.553  0.003  -1.333
H  6.998  -2.125  -0.243
H  5.608  -2.818  1.690
H  3.657  -1.485  2.316

Forces on the atoms, in the same order (eV/Å):
Re 2.174 -1.269 0.271
C -0.117 0.414 0.619
O 0.561 0.029 -0.799
C -0.706 -1.321 -0.251
O 0.935 1.751 -0.629
N 0.111 -0.006 0.078
N 0.070 0.187 0.079
H 0.077 0.027 -0.163
H 0.064 -0.127 -0.050
H -0.051 -0.068 -0.026
H -0.040 0.117 -0.124
H -0.016 -0.064 0.148
H -0.213 -0.054 0.109
C 0.000 -0.129 0.017
C 0.095 -0.268 0.921
N -0.922 -0.203 -0.786
C 0.055 1.032 0.160
C -0.602 -0.081 -0.701
N -0.086 -0.335 -0.714
C 0.133 -0.144 0.026
O -0.160 0.354 -0.147
O 0.082 -0.148 -0.128
C -0.212 1.741 0.741
O 0.252 -0.645 0.093
O 0.028 -2.114 -0.244
H 0.094 0.024 -0.009
H -0.088 -0.022 0.021
H 0.068 -0.016 0.048
H 0.067 -0.025 0.117
H 0.182 -0.104 0.254
C 0.239 0.060 0.108
C 0.044 0.239 0.272
C 0.032 -0.236 -0.025
C -0.241 -0.038 0.172
C 0.260 -0.352 -0.501
O 0.031 0.810 -0.089
C -0.353 0.353 0.318
C 0.154 -0.094 -0.394
C -0.743 -0.645 0.612
C 0.463 -0.510 -0.684
C -0.619 -0.462 -0.241
C 1.220 0.090 -0.453
Cl -0.598 -0.096 0.186
C -0.714 0.322 0.720
C 0.730 0.590 0.435
C -1.237 -0.030 -0.962
N 1.724 -0.232 0.334
C -0.299 0.259 -0.658
N 0.578 0.557 0.922
C -0.875 -0.049 0.116
N -0.469 0.281 0.755
H -0.052 0.045 -0.083
H -0.088 -0.018 0.048
H -0.040 -0.101 0.039
H -0.035 0.040 -0.086
H 0.139 0.168 -0.036
H -0.061 0.025 0.024
H -0.017 0.033 -0.129
H 0.084 -0.153 -0.010
H 0.217 0.128 0.000
H 0.040 -0.130 0.094
H 0.178 -0.104 -0.211
H 0.037 -0.037 -0.059
H 0.087 -0.022 0.122
H 0.147 0.034 0.096
H 0.074 0.143 0.065
H -0.081 0.024 0.060
H -0.099 -0.056 -0.056
H 0.066 -0.073 -0.170
H 0.234 -0.011 -0.051
H 0.072 0.011 0.126
H -0.058 0.002 -0.251
H 0.027 -0.017 0.288
C -0.517 -0.560 -0.436
N -0.263 0.316 0.096
C 0.802 0.186 -0.503
C -0.026 0.034 0.806
C 0.060 0.295 -0.402
C -0.222 0.245 0.105
C -0.121 -0.118 0.116
C 0.008 0.071 0.063
C -0.372 0.006 0.377
C -1.226 0.312 0.126
H 0.022 0.116 0.030
H 0.020 0.059 -0.044
H 0.047 0.124 0.080
H 0.043 -0.155 0.072
H -0.087 -0.080 0.091
H -0.117 -0.024 0.135
H -0.160 -0.043 0.045
H 0.129 0.020 -0.256
H -0.114 0.054 -0.135
H 0.103 0.135 -0.045
H 0.111 -0.049 -0.028
H -0.028 -0.059 0.059
H -0.126 -0.169 -0.047

As for the expectation value of S²: 0.758. The total charge is +3. The calculation puts the total energy at -2787.346363 Eh. The spin multiplicity is 2. Its largest force on an atom is 0.049 Eh/bohr. For the HOMO-LUMO gap (alpha / beta), the calculation gives 2.122 / 2.532 eV. The energy relative to the best compared isomer or geometry (same formula, charge and spin) comes out at 282.42 kJ/mol. Its LUMO energy (alpha / beta) is -0.416 / -0.401 Eh.

Now the Mulliken charges, all in e:
1. Re 1.40
2. C -0.69
3. O -0.44
4. C 0.72
5. O -0.84
6. N -0.21
7. N -0.42
8. H 0.29
9. H 0.30
10. H 0.28
11. H 0.26
12. H 0.24
13. H 0.38
14. C -1.14
15. C 0.30
16. N 0.29
17. C -0.15
18. C 0.06
19. N -0.04
20. C 0.50
21. O -0.50
22. O -0.51
23. C 1.30
24. O -0.75
25. O -0.72
26. H 0.26
27. H 0.19
28. H 0.42
29. H 0.30
30. H 0.40
31. C -1.66
32. C 1.19
33. C -1.84
34. C -1.68
35. C 1.99
36. O -0.67
37. C -1.69
38. C -0.20
39. C 0.00
40. C -0.01
41. C -0.92
42. C 0.29
43. Cl -0.18
44. C -0.99
45. C -0.11
46. C -2.48
47. N 0.97
48. C -0.15
49. N 0.28
50. C -0.93
51. N -0.85
52. H 0.53
53. H 0.53
54. H 0.25
55. H 0.53
56. H 0.35
57. H 0.33
58. H 0.52
59. H 0.35
60. H 0.30
61. H 0.66
62. H 0.45
63. H 0.97
64. H -0.32
65. H 0.53
66. H 0.35
67. H 0.42
68. H 0.45
69. H 0.50
70. H 0.32
71. H 0.65
72. H 0.70
73. H 0.73
74. C -0.90
75. N 0.12
76. C -0.83
77. C -0.88
78. C 1.26
79. C -0.41
80. C -1.05
81. C -0.80
82. C -1.00
83. C 0.61
84. H 0.43
85. H 0.23
86. H 0.41
87. H 0.37
88. H 0.37
89. H 0.38
90. H 0.39
91. H 0.01
92. H 0.42
93. H 0.36
94. H 0.47
95. H 0.52
96. H 0.61


Here is a molecular structure, C3H4CsLiO3 from OMol25. Energies are from ωB97M-V/def2-TZVPD.

Cartesian coordinates (Å):
O  2.518  0.140  0.125
C  2.094  -1.054  -0.065
C  0.626  -1.332  0.046
Li  1.534  1.694  0.203
H  1.168  -1.376  -1.208
H  0.349  -1.260  1.108
H  0.329  -2.374  -0.136
O  -0.239  0.784  -0.033
C  -1.383  1.050  -0.460
Cs  -7.348  4.009  0.012
O  -2.345  1.602  0.047
H  2.697  -1.883  0.360

Forces on the atoms, in the same order (eV/Å):
O -0.421 -2.039 -0.964
C -1.125 1.154 4.022
C 3.691 -3.525 -0.424
Li -0.768 -0.684 -0.166
H -1.762 1.779 0.317
H -1.601 2.485 -0.801
H 0.992 -0.320 0.007
O 0.905 1.155 -0.036
C -1.036 0.416 0.368
Cs 0.137 -0.078 -0.004
O 0.354 -0.174 -0.416
H 0.635 -0.170 -1.903

As for the expectation value of S²: 0.755. The total charge is +1. The calculation puts the total energy at -369.716884 Eh. The spin multiplicity is 2. Its largest force on an atom is 0.100 Eh/bohr. For the HOMO-LUMO gap (alpha / beta), the calculation gives 4.563 / 6.890 eV. The energy relative to the best compared isomer or geometry (same formula, charge and spin) comes out at 480.37 kJ/mol. Its LUMO energy (alpha / beta) is -0.138 / -0.138 Eh.

Now the natural (NBO) charges, all in e:
1. O -0.75
2. C 0.24
3. C -0.52
4. Li 0.94
5. H 0.28
6. H 0.28
7. H 0.21
8. O -0.87
9. C 0.66
10. Cs 1.00
11. O -0.68
12. H 0.21


Here is 2 unconnected molecules or ions with the total composition C30H34NO3 from OMol25. Energies are from ωB97M-V/def2-TZVPD.

Cartesian coordinates (Å):
C  -3.115  -3.252  -1.419
C  -2.738  -4.649  -0.945
C  -1.229  -4.947  -1.044
C  -0.318  -3.749  -0.868
N  1.028  -3.999  -0.957
C  1.485  -5.372  -1.122
C  3.002  -5.490  -1.136
O  3.613  -4.403  -1.838
C  3.410  -3.178  -1.140
C  1.936  -2.872  -0.844
C  -0.823  -2.494  -0.609
C  -2.270  -2.183  -0.691
H  -2.962  -3.176  -2.501
H  -4.181  -3.075  -1.227
H  -3.032  -4.747  0.105
H  -3.295  -5.407  -1.508
H  -1.010  -5.721  -0.287
H  -1.042  -5.432  -2.017
H  1.104  -5.993  -0.294
H  1.107  -5.792  -2.071
H  3.368  -5.557  -0.090
H  3.302  -6.372  -1.721
H  3.964  -3.184  -0.181
H  3.828  -2.406  -1.803
H  1.626  -2.067  -1.536
H  1.887  -2.462  0.179
H  -0.178  -1.713  -0.219
H  -2.404  -1.206  -1.177
H  -2.684  -2.069  0.327
C  3.758  0.216  5.271
O  4.035  -0.101  3.892
C  3.054  -0.006  2.958
C  3.478  -0.137  1.614
C  2.562  -0.075  0.595
C  1.180  0.140  0.845
C  0.285  0.259  -0.278
C  -0.654  1.326  -0.392
C  -1.646  1.293  -1.416
C  -2.500  2.357  -1.607
C  -2.272  3.560  -0.908
O  -3.082  4.608  -1.286
C  -2.765  5.932  -0.944
C  -2.701  6.827  -2.011
C  -2.361  8.153  -1.756
C  -2.127  8.582  -0.443
C  -2.241  7.680  0.620
C  -2.593  6.348  0.379
C  -1.258  3.656  0.056
C  -0.534  2.519  0.376
C  0.768  0.276  2.202
C  1.679  0.185  3.244
H  4.720  0.051  5.758
H  3.452  1.267  5.372
H  2.994  -0.454  5.690
H  4.537  -0.309  1.426
H  2.903  -0.137  -0.440
H  0.588  -0.195  -1.230
H  -1.716  0.415  -2.063
H  -3.332  2.311  -2.311
H  -2.892  6.450  -3.019
H  -2.298  8.842  -2.597
H  -1.850  9.620  -0.253
H  -2.071  8.006  1.645
H  -2.695  5.634  1.201
H  -1.042  4.592  0.569
H  0.210  2.584  1.168
H  -0.287  0.448  2.425
H  1.341  0.245  4.285

Forces on the atoms, in the same order (eV/Å):
C 0.316 0.285 0.009
C 0.131 0.134 0.301
C -0.448 -0.313 -0.498
C -0.500 1.094 0.302
N 0.299 0.002 0.049
C 0.077 -0.290 -0.311
C 0.356 0.303 -0.198
O -0.455 0.201 0.680
C 0.362 -0.548 -0.160
C -0.095 0.015 0.012
C 0.590 -1.595 -0.221
C -0.997 -0.090 0.330
H 0.043 0.027 0.050
H 0.209 0.014 -0.095
H -0.075 0.006 -0.043
H 0.125 0.120 0.165
H 0.157 0.378 -0.256
H 0.121 0.241 0.257
H 0.116 0.059 -0.321
H 0.029 0.221 0.357
H 0.162 0.090 -0.497
H -0.150 0.112 0.552
H 0.011 -0.112 -0.392
H -0.081 -0.200 0.387
H -0.294 -0.359 0.136
H -0.131 -0.008 -0.228
H -0.070 -0.466 -0.097
H -0.187 -0.256 0.096
H 0.008 0.099 -0.188
C -0.021 -0.109 -0.232
O -0.983 0.202 -0.725
C 0.179 -0.103 0.363
C 0.015 0.004 0.367
C -0.087 -0.204 -0.143
C -0.054 -0.121 0.162
C 1.209 2.214 0.130
C -0.464 -0.572 -0.037
C -0.033 0.293 -0.188
C 0.017 -0.259 0.001
C -0.710 1.120 -0.411
O 0.845 -1.137 0.496
C 0.002 0.405 0.185
C 0.198 -0.310 0.274
C -0.173 -0.076 0.196
C 0.054 -0.159 -0.105
C -0.187 -0.029 -0.306
C 0.110 -0.040 -0.274
C 0.249 -0.433 0.353
C -0.036 0.203 -0.053
C 0.118 0.144 -0.273
C 0.253 0.014 0.084
H -0.277 0.077 0.098
H 0.062 -0.297 -0.046
H 0.255 0.175 -0.121
H -0.245 0.143 0.001
H -0.075 -0.106 0.288
H -0.286 -0.135 0.493
H -0.037 0.302 0.285
H 0.392 0.076 0.095
H 0.093 0.217 0.321
H 0.028 -0.070 0.300
H -0.107 -0.337 -0.038
H -0.060 -0.025 -0.257
H -0.096 0.373 -0.288
H -0.087 -0.422 -0.256
H -0.085 -0.025 -0.317
H 0.285 -0.193 -0.065
H 0.108 0.034 -0.536

The total charge is +1. The calculation puts the total energy at -1443.704509 Eh. Its largest force on an atom is 0.049 Eh/bohr. For the HOMO-LUMO gap, the calculation gives 4.628 eV. The energy relative to the best compared isomer or geometry (same formula, charge and spin) comes out at 0.00 kJ/mol. Its LUMO energy is -0.185 Eh.

Now the natural (NBO) charges, all in e:
1. C -0.39
2. C -0.39
3. C -0.45
4. C 0.26
5. N -0.42
6. C -0.23
7. C -0.08
8. O -0.51
9. C -0.08
10. C -0.22
11. C -0.36
12. C -0.42
13. H 0.20
14. H 0.22
15. H 0.20
16. H 0.22
17. H 0.23
18. H 0.22
19. H 0.20
20. H 0.20
21. H 0.17
22. H 0.21
23. H 0.16
24. H 0.20
25. H 0.18
26. H 0.19
27. H 0.19
28. H 0.19
29. H 0.20
30. C -0.26
31. O -0.47
32. C 0.41
33. C -0.29
34. C -0.05
35. C -0.24
36. C 0.12
37. C -0.20
38. C -0.09
39. C -0.26
40. C 0.41
41. O -0.46
42. C 0.26
43. C -0.24
44. C -0.18
45. C -0.21
46. C -0.19
47. C -0.28
48. C -0.27
49. C -0.10
50. C -0.05
51. C -0.34
52. H 0.22
53. H 0.19
54. H 0.19
55. H 0.25
56. H 0.22
57. H 0.24
58. H 0.24
59. H 0.25
60. H 0.24
61. H 0.23
62. H 0.23
63. H 0.23
64. H 0.23
65. H 0.25
66. H 0.23
67. H 0.23
68. H 0.24